The following is a DFT calculation (ωB97M-V/def2-TZVPD) of C28H75CaN2O3SSbSi5 as an isolated structure.

The geometry in XYZ format:
```
116
Properties=species:S:1:pos:R:3:forces:R:3
Ca 0.1763 0.0133 0.2830 -0.254 -0.029 -0.342
C 2.0833 4.3784 -0.7790 0.003 0.012 0.032
Si 1.0591 3.3877 0.4627 -0.179 -0.212 -0.029
C -0.1983 4.5811 1.2073 0.016 0.039 -0.032
C 2.1713 2.8537 1.9081 0.035 0.085 -0.009
O 0.3387 2.1155 -0.2282 0.134 0.208 0.197
H 2.1200 5.4343 -0.4971 0.019 -0.004 0.004
H 1.6416 4.3150 -1.7768 -0.028 -0.001 0.019
H 3.1161 4.0307 -0.8512 0.013 -0.045 -0.013
H 0.3109 5.3374 1.8117 -0.018 0.011 -0.003
H -0.8947 4.0516 1.8643 0.013 -0.013 0.008
H -0.7800 5.1078 0.4454 0.005 -0.016 -0.007
H 3.1082 3.4189 1.9287 -0.013 0.013 0.016
H 2.4348 1.7916 1.8822 -0.018 -0.008 -0.056
H 1.6650 3.0240 2.8616 0.009 0.002 -0.021
C -1.0879 -3.8783 -5.6131 0.008 -0.076 0.034
Si -1.0044 -3.8095 -3.7399 -0.062 -0.081 0.026
C -2.6587 -4.3291 -3.0203 0.021 0.005 -0.036
C 0.3232 -4.9963 -3.1404 -0.013 0.024 -0.009
Sb -0.5080 -1.5144 -2.7745 0.148 0.035 -0.031
Si -2.3760 -0.0954 -3.7774 -0.091 -0.006 0.043
C -1.8626 1.6978 -3.5397 0.033 -0.030 -0.041
C -3.9748 -0.4844 -2.8635 0.024 -0.015 -0.032
C -2.7305 -0.3976 -5.6020 -0.067 0.076 0.050
Si 1.4456 -0.7401 -4.2292 -0.006 0.034 -0.012
C 1.8210 1.0278 -3.7208 0.027 -0.028 -0.001
C 1.2069 -0.7694 -6.0946 0.066 -0.037 0.033
C 2.9146 -1.8544 -3.8587 0.003 0.032 -0.013
H -1.3037 -4.9099 -5.9085 -0.002 0.016 -0.041
H -0.1476 -3.5867 -6.0822 0.019 -0.006 0.036
H -1.8740 -3.2412 -6.0181 -0.017 0.028 0.029
H -2.8844 -5.3635 -3.2938 -0.009 0.004 0.001
H -3.4713 -3.6989 -3.3888 0.019 0.003 -0.007
H -2.6536 -4.2586 -1.9306 0.018 -0.008 0.000
H 0.0400 -6.0232 -3.3872 0.009 -0.002 -0.001
H 0.4513 -4.9334 -2.0578 -0.029 -0.003 0.002
H 1.2910 -4.7973 -3.6049 -0.002 0.024 -0.006
H -1.2816 1.8572 -2.6279 -0.028 -0.047 -0.015
H -2.7506 2.3355 -3.5007 0.011 0.011 -0.031
H -1.2588 2.0317 -4.3875 0.009 -0.008 0.010
H -3.7948 -0.6962 -1.8107 0.023 0.022 -0.014
H -4.4723 -1.3456 -3.3157 0.010 -0.001 0.014
H -4.6601 0.3661 -2.9363 -0.011 -0.003 -0.013
H -1.8483 -0.4437 -6.2371 0.059 0.023 0.028
H -3.3550 0.4284 -5.9583 -0.013 -0.032 -0.036
H -3.2965 -1.3197 -5.7452 0.008 -0.019 0.022
H 1.1556 1.7263 -4.2325 -0.007 -0.009 -0.009
H 2.8473 1.2806 -4.0067 -0.012 0.027 0.011
H 1.7007 1.2008 -2.6492 0.029 -0.013 0.031
H 0.2819 -0.3007 -6.4251 -0.026 0.045 0.036
H 1.2322 -1.7853 -6.4920 -0.019 0.003 0.010
H 2.0360 -0.2162 -6.5474 0.003 -0.020 -0.014
H 3.1871 -1.8584 -2.8028 -0.032 0.003 -0.006
H 3.7829 -1.5157 -4.4331 0.004 -0.006 0.011
H 2.7093 -2.8872 -4.1478 -0.014 -0.003 -0.026
C 1.6275 -1.6595 3.7208 0.002 -0.041 0.002
Si -0.0960 -1.1952 2.9966 -0.131 -0.086 0.121
C -1.0189 -2.9269 2.8796 -0.022 0.064 0.024
C -2.3645 -2.7664 2.1637 -0.057 0.009 -0.035
C -0.1549 -3.8326 1.9992 0.044 -0.033 -0.029
C -1.2477 -3.6475 4.2084 0.004 -0.031 0.028
C -0.8765 -0.1487 4.4568 0.097 0.027 0.014
C -2.4001 -0.0732 4.3594 -0.068 -0.002 -0.031
C -0.4989 -0.6385 5.8584 -0.020 0.006 0.027
C -0.3263 1.2760 4.3061 0.011 0.014 0.001
H 1.5796 -2.3016 4.6066 0.007 0.000 -0.003
H 2.1644 -0.7480 4.0034 -0.009 -0.006 0.009
H 2.2491 -2.1662 2.9756 -0.017 0.007 -0.003
H -2.2481 -2.2622 1.1976 0.021 -0.009 0.003
H -3.0794 -2.1860 2.7506 0.011 -0.001 0.016
H -2.8201 -3.7479 1.9722 0.004 0.002 0.015
H 0.0374 -3.3735 1.0224 0.004 0.012 -0.009
H -0.6618 -4.7897 1.8159 0.002 0.004 0.006
H 0.8087 -4.0534 2.4661 -0.007 0.005 -0.002
H -1.9386 -3.1073 4.8580 -0.012 0.019 -0.027
H -0.3140 -3.7852 4.7603 -0.002 0.012 -0.005
H -1.6768 -4.6451 4.0393 0.004 0.002 -0.006
H -2.8777 -1.0203 4.6188 0.020 -0.014 0.014
H -2.7294 0.1948 3.3501 0.032 0.015 0.009
H -2.7914 0.6896 5.0462 0.006 -0.013 0.006
H -0.8177 -1.6652 6.0428 -0.007 0.011 -0.004
H -0.9686 -0.0052 6.6234 0.008 0.002 -0.003
H 0.5800 -0.5949 6.0202 0.000 -0.001 -0.013
H -0.5687 1.7044 3.3282 -0.027 -0.009 0.002
H 0.7623 1.2976 4.4123 -0.007 -0.006 -0.028
H -0.7446 1.9379 5.0766 0.007 -0.014 0.010
C -4.3949 0.8265 0.8970 -0.014 0.006 -0.019
S -2.6808 1.2768 0.6500 0.074 0.041 -0.036
C -2.8908 2.7555 -0.3222 -0.139 0.007 0.010
O -2.1409 0.2432 -0.3215 0.026 0.026 0.198
H -4.9375 0.8689 -0.0469 0.035 -0.014 -0.004
H -4.8337 1.4972 1.6355 0.008 0.024 -0.019
H -4.3900 -0.1905 1.2861 0.016 -0.003 0.026
H -3.3332 3.5305 0.3044 0.019 0.008 -0.009
H -3.5198 2.5348 -1.1849 0.015 -0.005 0.026
H -1.8825 3.0335 -0.6274 -0.002 0.009 0.024
C 5.1120 -2.6373 0.3507 -0.031 -0.022 0.066
N 3.8538 -2.3157 -0.3149 0.009 -0.002 0.092
C 2.8122 -3.3117 -0.1104 -0.016 0.003 -0.049
C 3.4381 -1.0133 -0.4223 0.077 -0.143 0.134
O 2.2574 -0.7090 -0.1817 0.386 0.049 -0.249
N 4.3609 -0.1075 -0.8283 -0.018 -0.011 -0.075
C 4.0756 1.3137 -0.7651 -0.059 0.045 0.046
C 5.5698 -0.4707 -1.5464 -0.021 0.047 -0.078
H 4.9037 -3.0520 1.3408 -0.004 -0.011 -0.005
H 5.7200 -1.7484 0.4852 -0.028 -0.057 0.048
H 5.6811 -3.3720 -0.2221 -0.003 -0.003 -0.003
H 3.2319 -4.2933 -0.3300 0.002 -0.006 -0.001
H 1.9787 -3.1274 -0.7865 0.015 0.013 0.013
H 2.4378 -3.3007 0.9151 -0.009 -0.008 0.009
H 3.0643 1.4697 -0.4085 -0.037 0.013 0.023
H 4.1625 1.7587 -1.7572 -0.006 -0.009 -0.037
H 4.7775 1.8145 -0.0941 -0.009 0.000 0.000
H 5.5392 -1.5158 -1.8406 -0.001 0.039 -0.038
H 6.4702 -0.2922 -0.9531 -0.006 0.018 -0.005
H 5.6329 0.1407 -2.4491 -0.002 -0.002 0.002
```
Positions in Å, forces in eV/Å.

As for the energy above the lowest of the compared OMol25 structures with the same formula, charge and spin: 0.0 kJ/mol. Its orbital gap is 6.47 eV. Its total energy is -4210.86420 a.u.